1.
Molecular formula: C16H18B2N6O2Ti
Method: DFT, the ωB97M-V functional and the def2-TZVPD basis

Atoms and positions in Å:
C  -0.40  3.39  -0.76
N  -0.28  2.10  -1.17
N  0.06  2.08  -2.55
C  0.16  3.35  -2.96
C  -0.12  4.23  -1.88
B  0.20  0.79  -3.45
N  1.27  -0.16  -2.80
N  1.15  -0.57  -1.47
C  2.24  -1.36  -1.20
C  3.02  -1.45  -2.35
C  2.38  -0.70  -3.32
Ti  -0.61  0.27  -0.85
N  -1.13  -0.05  -3.37
N  -1.74  -0.44  -2.17
C  -2.81  -1.26  -2.49
C  -2.94  -1.29  -3.87
C  -1.84  -0.53  -4.39
H  -3.31  -1.72  -1.66
H  -1.50  -0.29  -5.43
H  -3.70  -1.78  -4.47
H  0.49  1.06  -4.61
H  2.62  -0.50  -4.35
H  0.39  3.49  -4.01
H  3.95  -1.99  -2.47
H  -0.11  5.30  -1.88
H  2.41  -1.78  -0.22
H  -0.66  3.54  0.26
H  -0.44  -1.70  0.95
C  -0.11  -2.63  1.59
H  0.22  -3.51  0.96
H  0.73  -2.21  2.25
H  -0.85  -3.11  2.30
O  -1.31  0.06  2.53
B  -1.42  0.67  1.22
O  -2.07  1.94  1.39
C  -2.33  2.06  2.71
C  -2.95  3.11  3.37
C  -3.03  3.05  4.77
C  -2.59  1.93  5.46
C  -2.03  0.82  4.77
C  -1.88  0.93  3.40
H  -3.34  3.95  2.80
H  -3.47  3.90  5.32
H  -2.67  1.90  6.55
H  -1.73  -0.08  5.30

Summary:
Total charge   +4
Maximum force   5.1 eV/Å
Highest occupied orbital energy (alpha / beta)   -21.0851 / -20.7993 eV
Calculated total energy   -54341.7109 eV
Orbital gap (alpha / beta)   2.64 / 2.02 eV
Lowest unoccupied orbital energy (alpha / beta)   -18.4421 / -18.7774 eV



2.
Molecular formula: C16H18BN10V
Method: DFT, the ωB97M-V functional and the def2-TZVPD basis

Atoms and positions in Å:
V  -0.22  0.35  0.26
C  -0.28  -0.13  4.26
C  -0.83  -0.39  3.04
N  -0.21  0.42  2.11
N  0.73  1.19  2.75
C  0.71  0.86  4.03
B  1.79  2.00  1.90
N  0.97  2.89  0.91
C  1.13  4.12  0.42
C  0.40  4.27  -0.76
C  -0.20  3.06  -0.97
N  0.13  2.21  0.05
N  2.47  0.90  0.98
C  3.73  0.56  0.78
C  3.79  -0.50  -0.14
C  2.50  -0.77  -0.47
N  1.67  0.08  0.23
N  2.78  2.63  2.78
C  3.21  3.91  3.05
C  4.22  3.83  3.95
C  4.36  2.44  4.21
N  3.51  1.72  3.50
H  -0.53  -0.59  5.20
H  -1.62  -1.06  2.78
H  1.39  1.31  4.74
H  1.74  4.85  0.92
H  0.33  5.15  -1.37
H  -0.83  2.74  -1.78
H  4.53  1.07  1.30
H  4.68  -0.99  -0.51
H  2.11  -1.52  -1.14
H  2.78  4.80  2.62
H  4.81  4.63  4.35
H  5.05  1.96  4.88
C  -3.52  2.42  -0.50
C  -3.26  0.97  -0.38
N  -2.07  0.34  -0.35
C  -2.33  -1.04  -0.23
C  -3.67  -1.22  -0.19
N  -4.21  0.04  -0.30
H  -2.78  3.00  0.05
H  -4.51  2.67  -0.12
H  -3.49  2.73  -1.55
H  -1.56  -1.80  -0.27
H  -4.26  -2.12  -0.12
H  -5.21  0.23  -0.31

Summary:
Total charge   +3
Maximum force   1.3 eV/Å
Highest occupied orbital energy (alpha / beta)   -17.4495 / -17.4510 eV
Relative energy (zero: lowest compared OMol25 entry of this formula, charge and spin)   2.2 kcal per mole
Calculated total energy   -58123.0474 eV
Orbital gap (alpha / beta)   4.38 / 5.31 eV
Lowest unoccupied orbital energy (alpha / beta)   -13.0721 / -12.1412 eV
Spin multiplicity   2



3.
Molecular formula: C16H18ClN3O4S
Method: DFT, the ωB97M-V functional and the def2-TZVPD basis

Atoms and positions in Å:
C  2.76  0.79  -2.00
N  2.00  0.55  -0.87
C  2.28  1.29  0.19
C  1.38  0.83  1.32
C  0.46  -0.16  0.79
C  1.06  -0.32  -0.42
C  0.64  -1.30  -1.37
O  0.83  -0.96  -2.82
N  -0.15  -2.15  -1.12
C  -0.78  -3.34  -1.79
C  -1.23  -4.18  -1.10
C  -2.00  -5.16  -1.70
C  -2.23  -5.44  -3.02
C  -1.26  -4.48  -3.82
C  -0.79  -3.32  -3.22
H  -0.13  -2.70  -3.63
Cl  -1.41  -4.70  -5.41
H  -2.49  -6.30  -3.45
H  -2.52  -6.07  -1.24
H  -1.32  -4.23  0.10
H  -0.27  -2.22  -0.10
H  0.15  -0.74  1.44
S  1.43  1.47  2.99
O  1.00  0.35  3.95
O  2.52  2.34  3.12
N  0.10  2.57  2.92
C  0.28  3.73  2.29
H  1.25  4.43  2.62
C  -0.80  4.56  2.05
H  -0.62  5.39  1.36
O  -1.73  3.89  1.07
C  -1.88  2.54  1.42
H  -1.14  1.89  0.67
C  -1.36  2.13  2.92
H  -1.93  2.63  3.66
H  -1.07  1.08  2.93
H  -2.93  2.20  1.24
H  -1.12  4.74  3.00
H  0.93  3.51  1.23
H  3.15  2.21  0.48
H  3.49  1.48  -1.80
H  3.42  -0.06  -2.18
H  2.01  1.23  -2.68

Summary:
Total charge   0
Maximum force   17.4 eV/Å
Highest occupied orbital energy   -8.5652 eV
Relative energy (zero: lowest compared OMol25 entry of this formula, charge and spin)   333.8 kcal per mole
Calculated total energy   -52888.2217 eV
Orbital gap   8.47 eV
Lowest unoccupied orbital energy   -0.0993 eV



4.
Molecular formula: C16H18ClNS2
Method: DFT, the ωB97M-V functional and the def2-TZVPD basis

Atoms and positions in Å:
Cl  -1.40  -3.51  -6.21
N  0.62  -0.73  -0.35
S  2.42  -1.80  1.16
S  -0.98  3.31  1.04
C  1.28  -0.51  0.76
C  2.03  -2.59  -0.33
C  1.06  -1.89  -0.96
C  0.64  -3.53  -4.42
C  -1.25  -2.13  -3.90
C  1.21  -3.20  -3.17
C  -0.68  -1.75  -2.69
C  -0.63  -3.07  -4.73
C  0.54  -2.29  -2.28
C  -2.61  1.88  2.76
C  -0.52  2.83  3.69
C  0.32  2.57  -0.01
C  1.46  1.96  0.86
C  -0.49  0.76  2.08
C  1.00  0.72  1.62
C  -1.13  2.11  2.46
H  2.49  -3.49  -0.69
H  1.16  -4.27  -5.07
H  -2.21  -1.74  -4.17
H  2.14  -3.65  -2.88
H  -1.25  -1.04  -2.05
H  -3.07  2.82  3.02
H  -3.11  1.44  1.87
H  -2.68  1.17  3.58
H  -1.09  3.71  3.96
H  -0.48  2.14  4.54
H  0.50  3.17  3.45
H  -0.17  1.80  -0.65
H  0.77  3.36  -0.65
H  2.25  1.70  0.11
H  1.85  2.70  1.57
H  -1.09  0.31  1.24
H  -0.56  0.08  2.96
H  1.68  0.64  2.46

Summary:
Total charge   0
Maximum force   2.0 eV/Å
Highest occupied orbital energy   -8.3531 eV
Relative energy (zero: lowest compared OMol25 entry of this formula, charge and spin)   10.5 kcal per mole
Calculated total energy   -52567.5743 eV
Orbital gap   8.82 eV
Lowest unoccupied orbital energy   0.4627 eV